one.
A 2-piece molecular cluster, C3H10NO2 overall, computed with ωB97M-V with the def2-TZVPD basis set.

The charge is -1. The gap between HOMO and LUMO comes out at 7.2 eV.

Each line ends with the natural charge from an NBO analysis.
CARTESIAN COORDINATES (ANGSTROEM)
C: 0.235 0.881 1.075  -0.453
N: 0.560 -0.084 -0.085  -0.713
C: -0.728 -0.252 -0.971  -0.274
C: -1.495 -1.458 -0.255  -0.033
O: -0.961 -2.105 0.810  -0.924
H: 0.834 0.517 1.915  0.195
H: -0.782 0.745 1.377  0.188
H: 0.152 1.933 0.740  0.186
H: 0.467 -1.024 0.399  0.417
H: -0.344 -0.384 -2.022  0.165
H: -1.456 0.610 -1.054  0.167
H: -1.945 -2.048 -1.170  0.077
H: -2.424 -0.864 0.176  0.057
H: 2.952 1.369 0.331  0.445
H: 2.052 0.777 -0.624  0.506
O: 2.881 1.386 -0.643  -1.006



two.
A 2-piece molecular cluster, C3H10NO2 overall, computed with ωB97M-V with the def2-TZVPD basis set.

The charge is -1. The gap between HOMO and LUMO comes out at 7.2 eV.

Each line ends with the natural charge from an NBO analysis.
CARTESIAN COORDINATES (ANGSTROEM)
C: 1.243 -0.176 -1.514  -0.224
C: 0.180 -0.580 -0.576  -0.474
C: -0.582 0.719 0.158  -0.038
O: -0.148 0.830 1.459  -0.938
N: 0.828 1.069 -2.403  -0.898
H: 1.574 -0.999 -2.217  0.164
H: 2.062 0.350 -1.010  0.181
H: -0.547 -1.313 -1.205  0.150
H: 0.598 -1.210 0.305  0.234
H: -1.606 0.309 0.278  0.089
H: -0.729 1.616 -0.498  0.114
H: 1.272 1.864 -1.979  0.364
H: -0.161 0.997 -2.591  0.358
H: -1.594 -2.261 2.237  0.432
H: -0.942 -0.721 1.898  0.527
O: -1.199 -1.567 2.690  -1.041



three.
A 2-piece molecular cluster, C3H10NO2 overall, computed with ωB97M-V with the def2-TZVPD basis set.

The charge is -1. The gap between HOMO and LUMO comes out at 6.7 eV.

Each line ends with the natural charge from an NBO analysis.
CARTESIAN COORDINATES (ANGSTROEM)
C: 0.382 -1.661 0.378  -0.400
N: 0.431 -0.204 0.520  -0.713
C: -0.497 0.545 -0.482  -0.273
C: 0.143 0.382 -2.030  -0.014
O: 1.453 0.359 -1.779  -0.951
H: 1.205 -2.086 0.898  0.175
H: 0.302 -2.117 -0.613  0.177
H: -0.552 -2.082 0.922  0.149
H: 1.357 0.036 0.095  0.406
H: -0.491 1.519 0.023  0.171
H: -1.556 0.122 -0.454  0.147
H: -0.291 1.238 -2.559  0.085
H: -0.354 -0.506 -2.539  0.066
H: -0.174 1.223 1.903  0.503
H: -0.403 1.674 3.235  0.441
O: -0.955 1.558 2.482  -0.969



Quick ranking, most stable first: three, one, two.



one.
A 2-piece molecular cluster, C3H10NO2 overall, computed with ωB97M-V with the def2-TZVPD basis set.

The charge is -1. The gap between HOMO and LUMO comes out at 7.0 eV.

Each line ends with the natural charge from an NBO analysis.
CARTESIAN COORDINATES (ANGSTROEM)
C: -1.692 -1.137 0.322  -0.229
C: -0.503 -0.153 0.649  -0.472
C: 0.318 -0.093 -0.798  -0.021
O: 1.631 -0.204 -0.579  -0.944
N: -3.064 -0.683 0.143  -0.855
H: -1.554 -1.790 1.246  0.173
H: -1.505 -1.713 -0.712  0.174
H: -0.949 0.820 0.867  0.175
H: 0.157 -0.545 1.541  0.199
H: 0.169 0.998 -1.049  0.096
H: 0.071 -0.857 -1.547  0.120
H: -2.967 0.018 -0.627  0.345
H: -3.487 -0.170 0.975  0.338
H: 2.286 1.129 -0.001  0.510
H: 3.610 1.837 -0.449  0.440
O: 2.979 1.872 0.293  -1.048



two.
A 2-piece molecular cluster, C3H10NO2 overall, computed with ωB97M-V with the def2-TZVPD basis set.

The charge is -1. The gap between HOMO and LUMO comes out at 7.9 eV.

Each line ends with the natural charge from an NBO analysis.
CARTESIAN COORDINATES (ANGSTROEM)
C: 0.435 0.815 -0.225  -0.077
O: 0.853 -0.331 -0.919  -0.925
C: -0.440 0.443 0.971  -0.101
C: 0.587 -0.276 1.833  -0.646
N: -1.476 -0.589 0.744  -0.911
H: 1.333 1.256 0.274  0.130
H: -0.197 1.302 -0.996  0.162
H: -0.859 1.444 1.172  0.177
H: 0.820 -1.262 1.219  0.256
H: -0.034 -0.673 2.649  0.194
H: 1.455 0.441 2.179  0.190
H: -1.208 -1.221 -0.125  0.384
H: -2.473 -0.378 0.470  0.352
H: 0.539 -0.328 -2.200  0.498
H: 0.307 -0.726 -3.776  0.419
O: 0.358 0.083 -3.270  -1.102



Quick ranking, most stable first: two, one.



one.
C29H33FeO2Si as an isolated structure, computed with ωB97M-V with the def2-TZVPD basis set.

The charge is -1. The expectation value of S² is 6.13. As for the spin multiplicity: 5. The gap between HOMO and LUMO (alpha / beta) comes out at 3.6 / 5.4 eV.

Each line ends with the natural charge from an NBO analysis.
CARTESIAN COORDINATES (ANGSTROEM)
C: -1.053 -2.934 2.049  -1.114
Si: -1.621 -2.641 0.293  1.596
C: -0.487 -3.433 -0.959  -1.118
C: -3.356 -3.317 0.087  -1.123
C: -1.602 -0.739 -0.028  -0.131
C: -0.568 0.094 0.251  -0.395
O: -2.807 -0.110 -0.350  -0.529
C: -3.567 -0.484 -1.456  0.314
C: -4.946 -0.340 -1.299  -0.264
C: -5.784 -0.941 -2.234  -0.197
C: -5.243 -1.579 -3.356  -0.261
C: -3.856 -1.609 -3.553  -0.213
C: -2.996 -1.042 -2.608  -0.259
H: -1.218 -3.987 2.317  0.226
H: 0.016 -2.711 2.174  0.244
H: -1.620 -2.309 2.753  0.249
H: -0.681 -4.516 -0.999  0.225
H: -0.656 -3.018 -1.962  0.240
H: 0.570 -3.282 -0.696  0.246
H: -3.399 -4.328 0.523  0.230
H: -4.095 -2.693 0.609  0.244
H: -3.657 -3.394 -0.966  0.244
H: -0.704 1.155 0.055  0.231
H: 0.286 -0.330 0.775  0.216
H: -5.315 0.185 -0.418  0.232
H: -6.866 -0.905 -2.080  0.210
H: -5.905 -2.038 -4.091  0.208
H: -3.432 -2.081 -4.441  0.211
H: -1.908 -1.050 -2.726  0.231
C: 5.571 -2.248 -3.085  -0.253
O: 4.388 -1.555 -3.533  -0.509
C: 3.702 -0.805 -2.632  0.276
C: 2.529 -0.162 -3.098  -0.276
C: 1.794 0.614 -2.241  -0.174
C: 2.204 0.820 -0.895  -0.134
C: 1.418 1.669 -0.073  -0.100
C: 1.923 2.209 1.184  -0.224
C: 2.291 3.607 1.467  -0.320
C: 2.751 3.688 2.835  -0.344
C: 2.633 2.371 3.434  -0.342
C: 2.125 1.467 2.430  -0.357
Fe: 0.899 2.995 2.700  0.473
C: -0.999 2.550 2.315  -0.354
C: -0.702 3.941 2.026  -0.354
C: -0.195 4.548 3.246  -0.350
C: -0.159 3.527 4.277  -0.349
C: -0.640 2.282 3.696  -0.359
C: 3.368 0.140 -0.434  -0.147
C: 4.109 -0.654 -1.283  -0.320
H: 5.938 -2.752 -3.981  0.191
H: 6.326 -1.543 -2.710  0.177
H: 5.326 -2.983 -2.306  0.177
H: 2.244 -0.295 -4.137  0.211
H: 0.884 1.108 -2.586  0.205
H: 0.729 2.345 -0.600  0.181
H: 2.304 4.384 0.706  0.219
H: 3.175 4.571 3.307  0.218
H: 2.958 2.090 4.432  0.216
H: 1.997 0.392 2.512  0.213
H: -1.523 1.863 1.665  0.225
H: -0.920 4.458 1.093  0.215
H: 0.027 5.604 3.380  0.215
H: 0.091 3.683 5.323  0.214
H: -0.801 1.342 4.219  0.217
H: 3.695 0.258 0.601  0.226
H: 5.010 -1.151 -0.925  0.204



two.
C29H33FeO2Si as an isolated structure, computed with ωB97M-V with the def2-TZVPD basis set.

The charge is -1. The expectation value of S² is 6.09. As for the spin multiplicity: 5. The gap between HOMO and LUMO (alpha / beta) comes out at 3.6 / 5.4 eV.

Each line ends with the natural charge from an NBO analysis.
CARTESIAN COORDINATES (ANGSTROEM)
C: -1.176 -1.043 -2.945  -1.121
Si: 0.639 -0.821 -2.499  1.591
C: 1.490 -2.358 -1.896  -1.128
C: 1.369 -0.232 -4.124  -1.124
C: 0.832 0.354 -0.962  -0.033
C: -0.316 0.622 -0.063  -0.512
O: 1.375 1.570 -1.357  -0.549
C: 2.655 1.657 -1.902  0.401
C: 2.903 2.678 -2.830  -0.292
C: 4.127 2.663 -3.497  -0.196
C: 5.076 1.671 -3.226  -0.263
C: 4.819 0.702 -2.251  -0.186
C: 3.613 0.708 -1.550  -0.321
H: -1.195 -1.621 -3.885  0.225
H: -1.741 -1.604 -2.186  0.242
H: -1.680 -0.081 -3.136  0.249
H: 1.663 -3.015 -2.763  0.219
H: 2.454 -2.100 -1.433  0.240
H: 0.861 -2.872 -1.153  0.249
H: 0.999 -0.923 -4.898  0.230
H: 1.032 0.779 -4.392  0.242
H: 2.465 -0.254 -4.139  0.240
H: -0.460 1.718 -0.090  0.269
H: -1.172 0.156 -0.566  0.213
H: 2.136 3.419 -3.054  0.232
H: 4.348 3.434 -4.237  0.210
H: 6.024 1.654 -3.769  0.208
H: 5.550 -0.068 -2.022  0.209
H: 3.364 -0.041 -0.795  0.241
C: 1.139 -5.833 3.306  -0.252
O: 1.916 -4.639 3.057  -0.512
C: 1.282 -3.469 2.780  0.294
C: 2.114 -2.352 2.524  -0.279
C: 1.560 -1.173 2.066  -0.210
C: 0.171 -1.043 1.898  0.063
C: -0.404 0.303 1.398  -0.251
C: -1.852 0.581 1.823  -0.135
C: -2.256 1.271 3.025  -0.345
C: -3.703 1.234 3.110  -0.349
C: -4.204 0.522 1.946  -0.342
C: -3.054 0.122 1.141  -0.376
Fe: -3.118 2.072 1.398  0.465
C: -2.291 3.124 -0.089  -0.364
C: -2.258 3.821 1.183  -0.357
C: -3.630 3.952 1.645  -0.356
C: -4.494 3.310 0.670  -0.343
C: -3.665 2.782 -0.389  -0.359
C: -0.654 -2.110 2.282  -0.217
C: -0.122 -3.332 2.680  -0.310
H: 1.885 -6.593 3.540  0.191
H: 0.467 -5.693 4.163  0.178
H: 0.567 -6.134 2.418  0.178
H: 3.191 -2.466 2.651  0.212
H: 2.206 -0.311 1.869  0.208
H: 0.201 1.068 1.909  0.202
H: -1.570 1.660 3.769  0.217
H: -4.298 1.587 3.945  0.215
H: -5.233 0.239 1.738  0.215
H: -3.053 -0.488 0.236  0.216
H: -1.462 3.018 -0.780  0.210
H: -1.371 4.242 1.651  0.216
H: -3.953 4.513 2.520  0.215
H: -5.582 3.314 0.675  0.212
H: -4.003 2.307 -1.307  0.214
H: -1.740 -1.981 2.288  0.244
H: -0.784 -4.178 2.881  0.208



Quick ranking, most stable first: two, one.



one.
The molecule C5H11P, computed with ωB97M-V with the def2-TZVPD basis set.

The gap between HOMO and LUMO comes out at 9.3 eV.

Each line ends with the natural charge from an NBO analysis.
CARTESIAN COORDINATES (ANGSTROEM)
C: 4.074 1.018 -0.277  -0.314
C: 2.895 0.425 -0.127  -0.028
C: 1.563 -0.522 -0.130  -0.449
C: 0.242 0.419 0.079  -0.413
C: -0.982 -0.608 0.440  -0.762
P: -2.709 0.054 -0.045  0.636
H: 5.210 1.178 -0.450  0.272
H: 1.552 -1.088 -1.145  0.241
H: 1.626 -1.261 0.763  0.239
H: 0.457 1.132 0.977  0.222
H: 0.032 1.012 -0.884  0.210
H: -0.780 -1.554 -0.220  0.205
H: -0.880 -0.862 1.565  0.216
H: -2.493 -0.377 -1.411  -0.041
H: -2.395 1.411 0.319  -0.025
H: -3.319 -0.821 0.955  -0.047
H: -4.062 0.451 -0.407  -0.162



two.
A 2-piece molecular cluster, C5H11P overall, computed with ωB97M-V with the def2-TZVPD basis set.

The gap between HOMO and LUMO comes out at 8.3 eV.

Each line ends with the natural charge from an NBO analysis.
CARTESIAN COORDINATES (ANGSTROEM)
C: 0.198 -1.392 -2.695  -0.882
C: 0.458 1.963 0.798  -0.628
C: -0.678 -0.999 1.576  -0.665
C: 0.537 0.649 -0.032  -0.456
C: -0.690 -0.206 0.301  -0.176
P: -0.246 -2.134 -1.261  0.493
H: 0.590 -2.157 -3.313  0.217
H: 0.316 -0.289 -2.915  0.222
H: 0.679 2.857 0.277  0.217
H: 0.883 2.027 1.812  0.218
H: -0.687 2.150 0.807  0.194
H: -0.660 -0.326 2.454  0.212
H: -1.428 -1.723 1.553  0.221
H: 0.302 -1.559 1.660  0.209
H: 1.491 0.150 0.298  0.208
H: 0.457 0.822 -1.178  0.212
H: -1.522 0.166 -0.144  0.182



three.
C5H11P as an isolated structure, computed with ωB97M-V with the def2-TZVPD basis set.

The gap between HOMO and LUMO comes out at 10.0 eV.

Each line ends with the natural charge from an NBO analysis.
CARTESIAN COORDINATES (ANGSTROEM)
C: 0.278 -0.147 -2.264  -0.437
C: -0.349 0.603 -1.362  -0.174
C: -1.408 -1.489 0.139  -0.645
C: 1.422 1.399 1.407  -0.910
C: -0.783 -0.173 0.332  -0.464
P: 0.960 -0.360 1.041  0.545
H: 0.775 0.289 -3.126  0.209
H: 0.370 -1.312 -2.262  0.214
H: -0.504 1.699 -1.215  0.214
H: -0.705 -2.108 -0.573  0.199
H: -2.330 -1.306 -0.430  0.213
H: -1.710 -2.135 0.871  0.221
H: 1.795 1.855 0.412  0.222
H: 2.262 1.291 2.008  0.227
H: 0.639 2.025 1.740  0.217
H: -1.422 0.534 0.867  0.208
H: 0.711 -0.664 2.415  -0.059



Quick ranking, most stable first: three, two, one.